1.
129
Properties=species:S:1:pos:R:3:mulliken_charge:R:1 method="wB97M-V/def2-TZVPD" homo_ev=-10.0962 e_lumo_ha=0.0108 smiles="COP(=O)(OC)OC.COP(=O)(OC)OC.CCOC(C)=O.CCOC(C)=O.CCOC(C)=O.CCOC(C)=O.CCOC(C)=O.ClCCl.ClCCl.ClCCl.ClCCl.ClCCl" fmax_ha_per_bohr=0.07501 gap_ev=10.389
Cl -27.9690 -25.9462 -16.1843 -0.190
Cl -26.2417 -33.0798 -8.8764 -0.134
Cl -26.1918 -28.2713 -15.5825 -0.145
Cl -23.9879 -33.9703 -10.6756 -0.192
Cl -21.6859 -31.6996 -7.3121 -0.123
Cl -31.6586 -25.2485 -9.4242 -0.174
Cl -19.0087 -31.9062 -8.6087 -0.189
Cl -25.2075 -30.9390 -6.3414 -0.197
Cl -28.1182 -30.5566 -6.4631 -0.208
Cl -29.7768 -22.8958 -9.5742 -0.165
P -25.9613 -25.2024 -6.3074 0.722
P -27.4175 -22.8257 -13.4123 1.192
O -21.5593 -29.9025 -10.5417 -0.454
O -26.0129 -25.1947 -4.6979 -0.456
O -26.0692 -23.3229 -14.2686 0.007
O -22.0018 -25.4336 -5.4063 -0.107
O -24.5241 -26.8976 -10.1383 0.827
O -22.0523 -30.1109 -12.6753 -0.291
O -25.8349 -26.5457 -6.8743 -0.280
O -24.7981 -24.2436 -6.6691 -0.359
O -26.3210 -29.8063 -13.0249 -0.443
O -27.2520 -31.3556 -11.5719 -0.177
O -20.3893 -23.8482 -5.6688 -0.666
O -20.4554 -23.6317 -10.9823 -0.266
O -26.8471 -21.7936 -12.2371 -0.511
O -22.7267 -23.4695 -11.4682 -0.544
O -24.9576 -29.1923 -9.7251 -0.418
O -28.2569 -21.8242 -14.4421 -0.450
O -27.2894 -24.4364 -6.7585 -0.266
O -28.3156 -23.9305 -12.9047 -0.550
C -21.0165 -24.8495 -6.0277 0.626
C -29.2615 -31.3046 -10.3202 -1.311
C -18.9737 -21.9175 -10.0116 -1.207
C -26.3574 -30.9391 -12.5260 0.572
C -25.3195 -31.9753 -12.8955 -0.393
C -20.2093 -30.8457 -7.7947 -0.112
C -28.2782 -30.4998 -11.1729 0.327
C -20.5790 -25.6106 -7.2318 -0.489
C -21.4832 -25.4816 -12.0296 -0.327
C -21.6540 -24.0566 -11.4780 0.383
C -30.6072 -24.2660 -10.4820 0.331
C -24.2922 -28.1345 -9.6087 -0.221
C -21.3493 -32.0351 -11.7175 -1.012
C -24.6095 -32.7582 -9.5718 0.589
C -21.7106 -25.3601 -2.9851 -1.240
C -26.8604 -26.2840 -10.5182 -1.379
C -22.5382 -28.6667 -14.4288 -1.300
C -20.3843 -22.3356 -10.3560 -0.084
C -25.5529 -26.6802 -11.1637 0.132
C -21.6063 -30.5919 -11.5635 0.645
C -26.1001 -22.4432 -11.2170 -0.557
C -26.5964 -24.0500 -4.1154 -0.780
C -26.6061 -26.5690 -15.2766 0.342
C -28.3510 -25.1780 -7.3330 -0.146
C -25.1525 -22.3466 -14.7369 -0.914
C -22.3290 -28.7762 -12.9133 0.773
C -22.5857 -24.9292 -4.1880 0.015
C -23.0418 -28.1810 -8.6662 -0.078
C -26.5296 -29.9824 -7.0853 1.870
C -24.2165 -24.2140 -7.9551 0.218
C -28.5292 -22.2142 -15.7408 -0.495
H -29.3689 -21.7837 -16.2864 0.308
H -28.8098 -30.1646 -12.0634 0.375
H -23.1458 -24.3873 -7.8464 -0.237
H -21.5312 -28.5276 -14.8221 0.401
H -26.9231 -23.3132 -4.8492 0.330
H -22.2385 -25.6299 -12.8014 0.172
H -29.3386 -24.7375 -7.1959 0.327
H -25.5592 -32.9759 -12.5357 0.293
H -20.8713 -22.4515 -9.3878 0.164
H -20.3028 -29.8770 -8.2856 -0.020
H -25.8631 -23.4424 -3.5851 0.274
H -21.8830 -26.3610 -2.5892 0.336
H -27.7165 -26.0660 -11.1568 0.437
H -21.7814 -24.7021 -2.1189 0.353
H -25.7212 -27.5255 -11.8310 -0.197
H -26.2658 -28.9332 -6.9517 -0.502
H -21.3408 -26.1981 -7.7443 -0.140
H -21.7044 -32.5403 -12.6158 0.313
H -23.0918 -29.4718 -14.9121 0.298
H -26.6169 -26.4110 -14.1981 -0.287
H -28.3904 -26.1833 -6.9137 0.362
H -28.1088 -25.3488 -8.3819 -0.323
H -22.8838 -29.2541 -8.5580 -0.143
H -25.2348 -22.2186 -15.8162 0.307
H -26.4092 -30.1882 -8.1489 -0.864
H -25.2027 -31.9808 -13.9792 0.428
H -23.9560 -32.7386 -8.6996 0.192
H -26.6003 -25.3194 -10.0822 0.141
H -30.1171 -30.6500 -10.1540 0.408
H -23.1105 -27.7546 -14.5979 0.218
H -19.1717 -20.8885 -9.7115 0.384
H -27.3787 -24.2970 -3.3976 0.273
H -31.1406 -23.8286 -11.3260 0.390
H -28.7058 -23.2893 -15.7741 0.134
H -25.7432 -26.0120 -15.6418 0.243
H -24.1183 -22.5640 -14.4701 0.242
H -25.2387 -25.9336 -11.8931 0.266
H -27.9808 -29.5484 -10.7318 -0.156
H -21.6399 -26.1951 -11.2206 -0.129
H -20.0224 -24.9779 -7.9231 0.219
H -23.5542 -25.4164 -4.0750 0.058
H -22.1831 -27.6734 -9.1055 -0.188
H -24.3898 -31.7688 -9.9728 -0.455
H -18.3936 -22.0178 -10.9289 0.312
H -25.7447 -23.4481 -11.4446 0.072
H -24.3923 -31.6379 -12.4322 -0.395
H -28.8571 -31.6446 -9.3668 0.159
H -25.2807 -21.7486 -11.0318 0.332
H -21.8556 -32.5787 -10.9199 0.152
H -19.7422 -30.4557 -6.8903 0.431
H -24.3124 -23.1829 -8.2950 0.288
H -21.4676 -28.1611 -12.6534 0.362
H -18.5195 -22.5034 -9.2125 0.270
H -20.8732 -21.5412 -10.9199 0.380
H -22.7689 -23.8600 -4.2949 0.378
H -27.0680 -26.9870 -9.7115 0.349
H -24.7162 -24.9007 -8.6384 -0.186
H -23.0868 -28.3637 -12.2472 -0.537
H -27.6816 -21.9924 -16.3892 0.208
H -20.6805 -25.3479 -3.3411 0.305
H -19.7718 -26.2784 -6.9306 0.412
H -26.3917 -22.4342 -10.1668 0.379
H -20.2808 -32.2462 -11.7611 0.385
H -20.4641 -25.5169 -12.4147 0.495
H -29.8160 -24.9339 -10.8227 -0.356
H -23.1512 -27.7361 -7.6772 0.483
H -25.3973 -21.3559 -14.3539 0.405
H -29.7360 -32.1833 -10.7570 0.346

---

2.
107
Properties=species:S:1:pos:R:3:mulliken_charge:R:1 method="wB97M-V/def2-TZVPD" homo_ev=-8.2839 e_lumo_ha=0.0201 smiles=CC1(C)CCCC(C)(C)N1O.CC1(C)CCCC(C)(C)N1O.CC1(C)CCCC(C)(C)N1O.COC[C@H](C)N e_above_lowest_kcal_mol=0.00 fmax_ha_per_bohr=0.04471 gap_ev=8.831
O 29.2362 -14.0340 42.4084 -0.360
O 21.0117 -8.9740 44.8045 -0.493
O 25.4365 -14.5176 42.4267 -0.371
O 29.7664 -19.4623 40.9689 -0.547
N 20.8224 -7.7299 44.1482 0.160
N 28.4552 -19.7908 41.4442 0.548
N 30.4305 -14.1092 41.6799 0.559
N 26.1200 -11.0000 41.7370 -0.706
C 26.3207 -20.8379 40.8895 -1.277
C 31.5586 -14.7494 42.3435 1.974
C 28.6245 -20.6261 42.6263 1.460
C 31.8545 -13.1602 39.8414 -1.089
C 21.7339 -6.5049 46.0396 -1.918
C 20.9870 -5.5049 42.3355 -0.755
C 27.2497 -19.0209 39.4924 -1.906
C 30.9315 -11.6789 41.6116 -1.775
C 25.4176 -12.1381 42.3180 0.437
C 21.4341 -5.4286 43.8144 -1.188
C 25.7328 -15.7081 41.7223 -0.644
C 32.0139 -14.0049 43.6033 -1.694
C 27.2862 -21.0440 43.1837 -1.228
C 21.3370 -8.6323 41.8303 -1.585
C 32.6504 -14.9782 41.2833 -1.343
C 30.6506 -12.9479 40.7865 1.509
C 27.6425 -20.2531 40.3281 1.766
C 29.5337 -21.8451 42.4376 -1.593
C 19.0793 -8.8192 42.8242 -1.893
C 20.3377 -7.9222 42.7718 1.542
C 19.9224 -6.5843 42.2075 -1.408
C 21.8239 -6.7301 44.5316 1.791
C 28.2500 -21.4293 39.4642 -1.845
C 23.2488 -7.1358 44.1352 -1.748
C 29.2873 -19.7662 43.7260 -2.010
C 23.9251 -11.9174 42.5622 -1.326
C 33.1078 -13.7331 40.5476 -0.707
C 31.2375 -16.2041 42.7600 -2.499
C 25.7048 -13.4160 41.5709 0.397
C 26.3723 -21.7242 42.1396 -0.705
C 29.4067 -12.7422 39.9207 -1.445
H 18.2898 -8.3849 43.4406 0.466
H 29.0001 -13.5616 39.3353 0.381
H 32.8753 -13.3667 43.3914 0.292
H 29.6156 -22.4752 43.3305 0.440
H 21.5051 -9.6889 42.0273 0.498
H 27.5000 -21.7615 43.9823 0.447
H 30.2965 -16.2031 43.3271 0.524
H 33.4666 -15.5116 41.7851 0.456
H 26.8004 -15.8281 41.5255 0.066
H 29.0783 -22.5153 41.7051 0.353
H 22.3223 -8.1731 41.9214 0.306
H 26.6693 -20.3066 43.6983 0.360
H 25.8388 -10.1468 42.2209 0.292
H 25.1883 -13.4786 40.6051 0.392
H 25.3542 -21.8138 42.5271 0.417
H 33.8954 -13.9008 39.8139 0.444
H 22.0301 -7.3959 46.5891 0.393
H 19.3983 -9.8252 43.0766 0.349
H 25.7675 -21.3555 40.0998 0.404
H 32.3940 -15.6981 40.4976 0.393
H 30.1329 -11.4983 42.3330 0.284
H 19.3619 -6.6503 41.2687 0.523
H 23.5949 -8.1579 44.3084 0.325
H 31.8767 -11.7901 42.1376 0.424
H 21.6788 -9.4283 44.2580 0.386
H 31.6701 -13.8225 38.9989 0.362
H 32.2463 -14.5559 44.5213 0.441
H 18.5563 -8.8284 41.8613 0.379
H 26.5660 -22.7636 41.8575 0.369
H 29.3966 -11.8462 39.2913 0.413
H 29.3692 -20.3100 44.6672 0.450
H 24.0316 -6.4883 44.5410 0.424
H 23.4880 -12.7771 43.0641 0.352
H 27.9079 -21.2188 38.4526 0.510
H 20.7321 -6.1358 46.2520 0.465
H 25.1241 -15.8556 40.8294 0.364
H 25.6166 -20.0245 41.1152 0.444
H 31.1518 -16.9382 41.9617 0.331
H 25.7378 -12.3508 43.3507 0.153
H 21.8943 -5.7944 41.7950 0.318
H 27.9496 -22.4009 39.8376 0.363
H 30.5815 -21.6371 42.2282 0.310
H 31.9175 -16.5722 43.5289 0.440
H 29.6769 -18.5209 40.7789 0.309
H 28.1176 -18.5690 39.0141 0.418
H 29.3300 -21.2855 39.4951 0.290
H 22.4452 -5.7314 46.3426 0.373
H 28.8554 -18.7763 43.8915 0.380
H 23.7453 -11.0583 43.2135 0.228
H 23.4624 -11.7318 41.5871 0.373
H 27.0929 -11.0256 42.0443 0.170
H 21.0170 -8.3264 40.8340 0.359
H 22.3483 -4.8306 43.7404 0.308
H 33.5177 -13.0818 41.3281 0.269
H 19.0688 -6.1909 42.7853 0.408
H 26.7603 -13.4063 41.2694 -0.475
H 23.3850 -7.0137 43.0557 0.391
H 26.4440 -19.1910 38.7798 0.445
H 20.6573 -4.5073 42.0574 0.418
H 25.4710 -16.5366 42.3830 0.368
H 32.1784 -12.1471 39.5963 0.394
H 20.6684 -4.9020 44.3858 0.399
H 31.0048 -10.7953 40.9737 0.468
H 26.8262 -18.3359 40.2314 0.251
H 28.6700 -14.6516 41.9326 0.176
H 28.6916 -12.3578 40.6646 -0.031
H 31.2539 -13.3576 44.0563 0.347
H 30.3177 -19.5083 43.4598 0.380

---

3.
113
Properties=species:S:1:pos:R:3:mulliken_charge:R:1 method="wB97M-V/def2-TZVPD" charge=+1 homo_ev=-10.9865 e_lumo_ha=-0.1552 e_above_lowest_kcal_mol=0.00 fmax_ha_per_bohr=0.01692 gap_ev=6.764
P -0.7944 -1.5583 -2.6028 0.765
O -1.8303 -1.1207 -3.7376 -0.434
O 2.3412 -1.6203 2.6333 -0.478
O 0.6166 -1.6332 -3.2951 -0.485
O -1.0447 3.9403 -9.0219 -0.405
O 1.3232 0.9664 8.0499 -0.421
O -4.1466 3.3666 -1.4039 -0.509
O -1.2748 -2.7316 -1.8599 -0.662
O -1.8737 2.4126 3.1871 -0.474
O 5.6961 -5.9404 2.5125 -0.337
N -4.3372 -0.1159 -0.7746 -1.117
N -3.0708 -0.4150 -0.9897 0.789
C -2.3825 1.7653 -1.4753 -0.025
C 7.9548 -5.5317 1.6135 -1.102
C -3.7084 2.1185 -1.2990 0.139
C 1.2348 4.7177 -9.5485 -1.176
C -3.2992 4.2352 -5.6282 -1.505
C 3.7436 -3.1788 3.9292 -1.201
C -0.5181 0.9092 4.5672 -0.413
C -0.9884 2.7562 -9.7968 -0.357
C 1.3203 0.8911 9.4658 -0.372
C -2.4064 1.3929 2.3805 0.400
C 1.3001 -1.4585 7.6408 -1.034
C -5.3575 2.9049 -6.0976 -1.649
C -0.6992 -0.1175 -1.5107 -0.999
C -3.8833 4.0385 -2.6582 -1.014
C -4.6597 1.1399 -0.9338 -0.046
C -3.7046 0.7925 2.8977 -1.266
C 7.0459 -5.6442 2.8252 -0.320
C 1.9414 -0.1077 7.3677 -0.093
C 5.9271 -8.3933 2.5714 -1.070
C -2.0856 0.4185 -1.3223 0.152
C 2.7408 -2.0392 3.9303 0.048
C 1.7149 -2.6028 1.8318 -0.075
C -5.9703 4.8353 -3.9110 -1.494
C 2.7053 0.8408 10.0866 -1.006
C 0.1881 4.3989 -8.4955 -0.270
C -1.5346 2.0333 4.5165 -0.664
C -4.9380 3.7059 -3.7197 0.767
C -4.2969 3.2401 -5.0363 0.606
C 0.4291 -3.1609 2.4198 -0.898
C 5.4673 -7.1551 1.8212 -0.346
C -0.4692 1.5441 -9.0410 -0.981
H 0.3879 1.1851 4.0254 0.350
H 8.9610 -5.2531 1.9273 0.398
H 3.1951 -1.1645 4.3970 0.247
H 4.3877 -7.2011 1.6740 0.311
H -0.1132 0.6602 -1.9952 0.476
H -3.8067 5.0743 -6.0988 0.301
H 0.8571 5.4658 -10.2459 0.311
H 1.8608 -2.2943 4.5327 0.101
H 2.4142 -3.4128 1.5987 0.274
H 0.6266 -2.3017 -3.9961 0.376
H 5.9197 -7.1202 0.8236 0.311
H 4.0375 -3.4213 4.9508 0.498
H 4.6349 -2.9020 3.3655 0.282
H -0.5003 0.6633 -9.6825 0.399
H -0.0519 5.3054 -7.9392 0.352
H -4.9426 2.1732 -6.7864 0.413
H -0.0224 -3.8707 1.7255 0.411
H -2.8337 -1.4037 -0.8897 0.308
H 5.4421 -8.4507 3.5465 0.297
H 7.5818 -4.7711 0.9260 0.294
H 5.6756 -9.2889 2.0031 0.391
H -1.0820 1.3548 -8.1571 0.202
H -6.2880 2.5458 -5.6690 0.386
H -4.0820 0.0404 2.2007 0.430
H -5.7539 5.7097 -3.3019 0.352
H 3.3408 -4.0860 3.4785 0.259
H 0.2394 -1.4334 7.3833 0.252
H 1.3788 -1.7485 8.6887 0.391
H 1.8412 0.1236 6.3065 0.018
H -1.1225 2.9300 4.9758 0.395
H -2.5712 4.6246 -4.9196 0.393
H 7.0054 -8.3971 2.7343 0.269
H -3.8982 5.0982 -2.4299 0.439
H 1.4939 -2.1018 0.8868 0.151
H 3.2905 1.7101 9.7848 0.287
H -2.8845 3.8180 -3.0324 0.207
H -6.9600 4.4990 -3.6152 0.321
H -3.5739 0.3083 3.8644 0.384
H 2.1348 5.1086 -9.0735 0.399
H -5.5569 3.7878 -6.7006 0.399
H 0.5811 3.6791 -7.7667 0.315
H 0.8057 1.7926 9.7977 0.327
H 7.4431 -6.3757 3.5375 0.315
H -0.2442 -0.3681 -0.5560 0.360
H -2.4319 1.7730 5.0871 0.308
H 3.2567 -0.0524 9.7896 0.250
H -0.2850 -2.3563 2.6114 0.040
H -3.7675 2.3057 -4.8222 0.206
H -2.7455 3.7320 -6.4202 0.401
H 0.5620 1.6772 -8.7111 0.275
H 7.0146 -4.6866 3.3457 0.332
H -1.6174 2.4745 -1.7396 0.736
H 0.7158 0.0419 9.8034 0.319
H -1.6518 0.6100 2.2151 0.007
H 1.5199 3.8374 -10.1254 0.271
H -2.4476 -1.8478 -3.9014 0.356
H -0.9062 -0.0080 4.1187 0.109
H -4.4609 1.5698 3.0145 0.299
H 0.6013 -3.6817 3.3616 0.334
H -0.2532 0.6798 5.5994 0.110
H -2.0150 2.5730 -10.1139 0.342
H 3.0157 -0.1321 7.5822 0.376
H 1.7830 -2.2339 7.0446 0.346
H 8.0268 -6.4713 1.0648 0.261
H -2.5916 1.8595 1.4082 0.020
H -0.4032 2.9199 -10.7074 0.341
H -5.6823 1.4382 -0.7703 0.564
H -6.0363 5.1691 -4.9415 0.372
H -5.4907 2.8446 -3.3352 0.315
H 2.6260 0.8337 11.1736 0.390